Entry 1:
The molecule C3H10BNOP2. Source: the Open Molecules 2025 dataset; level of theory: wB97M-V/def2-TZVPD.

The total energy is -957.72090 Ha. The value obtained for the LUMO energy (alpha / beta) is 0.39 / 0.39 eV.

Positions of all 18 atoms, in Å:
B  -0.43474  -1.17659  -0.62103
C  0.65790  1.31183  0.14313
C  0.01620  0.36760  1.23513
C  -0.62224  -2.35013  -1.62003
N  -0.29560  1.34404  -0.99766
O  -0.30388  -0.88345  0.60381
P  2.03758  0.50356  -0.87771
P  -1.32026  1.26293  2.15464
H  1.01042  2.10695  0.77990
H  0.75614  0.17495  2.02915
H  -0.00776  -2.02519  -2.40170
H  -1.61136  -2.60415  -1.87377
H  -0.10745  -3.16129  -1.14394
H  -1.11349  1.66455  -0.60604
H  3.06579  0.45043  0.12193
H  2.55683  1.75469  -1.05968
H  -1.96058  0.12302  2.87008
H  -2.32350  1.13626  1.26379



Entry 2:
The molecule C3H6O4. Source: the Open Molecules 2025 dataset; level of theory: wB97M-V/def2-TZVPD.

The total energy is -418.72962 Ha. The value obtained for the LUMO energy (alpha / beta) is 0.57 / 0.48 eV.

Positions of all 13 atoms, in Å:
C  -1.59074  1.15896  0.23519
C  0.24721  -0.21463  -0.27491
C  1.37205  -0.90460  0.45169
O  -0.37209  0.74785  0.37946
O  -1.90898  2.40552  0.69147
O  -0.48678  -1.04998  -1.11355
O  2.39588  -1.30994  -0.42001
H  -2.29758  0.75402  -0.46861
H  0.98885  -1.77985  1.00731
H  1.81747  -0.20205  1.15800
H  -1.18921  2.72773  1.24857
H  -0.96540  -0.51510  -1.76163
H  1.98934  -1.81792  -1.13297



Entry 3:
The molecule C10H10N2. Source: the Open Molecules 2025 dataset; level of theory: wB97M-V/def2-TZVPD.

As for the SMILES: Cc1ccc2cc(N)ccc2n1. The total energy is -496.59292 Ha. The value obtained for the LUMO energy is 0.56 eV.

Positions of all 22 atoms, in Å:
C  -1.93991  2.47108  -2.34272
C  -1.34701  1.35145  -1.52853
C  -1.95788  0.07966  -1.54357
C  -1.49583  -0.91656  -0.73115
C  -0.33986  -0.66734  0.03375
C  0.27441  -1.62490  0.85758
C  1.40815  -1.36090  1.58062
N  2.07482  -2.34625  2.34132
C  2.02079  -0.07034  1.47892
C  1.42401  0.87787  0.70205
C  0.27201  0.61169  -0.07265
N  -0.26369  1.62263  -0.81930
H  -1.29697  3.32579  -2.28072
H  -2.95026  2.76159  -2.00967
H  -2.04714  2.13018  -3.36590
H  -2.82304  -0.11600  -2.16780
H  -1.96851  -1.90024  -0.73628
H  -0.19115  -2.60082  0.94351
H  1.48987  -3.12742  2.52893
H  2.49194  -1.97044  3.19352
H  2.92282  0.17084  2.03585
H  1.78133  1.88155  0.59864



Copy entry 2 word for word.
The molecule C3H6O4. Source: the Open Molecules 2025 dataset; level of theory: wB97M-V/def2-TZVPD.

The total energy is -418.72962 Ha. The value obtained for the LUMO energy (alpha / beta) is 0.57 / 0.48 eV.

Positions of all 13 atoms, in Å:
C  -1.59074  1.15896  0.23519
C  0.24721  -0.21463  -0.27491
C  1.37205  -0.90460  0.45169
O  -0.37209  0.74785  0.37946
O  -1.90898  2.40552  0.69147
O  -0.48678  -1.04998  -1.11355
O  2.39588  -1.30994  -0.42001
H  -2.29758  0.75402  -0.46861
H  0.98885  -1.77985  1.00731
H  1.81747  -0.20205  1.15800
H  -1.18921  2.72773  1.24857
H  -0.96540  -0.51510  -1.76163
H  1.98934  -1.81792  -1.13297



Please write out number 2 again, unchanged.
The molecule C3H6O4. Source: the Open Molecules 2025 dataset; level of theory: wB97M-V/def2-TZVPD.

The total energy is -418.72962 Ha. The value obtained for the LUMO energy (alpha / beta) is 0.57 / 0.48 eV.

Positions of all 13 atoms, in Å:
C  -1.59074  1.15896  0.23519
C  0.24721  -0.21463  -0.27491
C  1.37205  -0.90460  0.45169
O  -0.37209  0.74785  0.37946
O  -1.90898  2.40552  0.69147
O  -0.48678  -1.04998  -1.11355
O  2.39588  -1.30994  -0.42001
H  -2.29758  0.75402  -0.46861
H  0.98885  -1.77985  1.00731
H  1.81747  -0.20205  1.15800
H  -1.18921  2.72773  1.24857
H  -0.96540  -0.51510  -1.76163
H  1.98934  -1.81792  -1.13297



The lowest total energy belongs to which entry? C3H10BNOP2



Which of these has the highest total energy? C3H6O4